Record 1
{
  "formula": "C80H76F10O5",
  "method": "the ωB97M-V functional and the def2-TZVPD basis",
  "elements": ["C", "C", "C", "C", "C", "C", "C", "C", "C", "C", "C", "O", "C", "C", "O", "O", "C", "C", "C", "O", "C", "C", "C", "C", "C", "F", "C", "C", "C", "C", "C", "O", "H", "H", "H", "H", "H", "H", "H", "H", "H", "H", "H", "H", "H", "H", "H", "H", "H", "H", "H", "H", "H", "H", "H", "H", "H", "H", "H", "H", "H", "H", "H", "F", "C", "C", "C", "C", "C", "C", "H", "H", "H", "H", "H", "F", "C", "C", "C", "C", "C", "C", "H", "H", "H", "H", "H", "F", "C", "C", "C", "C", "C", "C", "H", "H", "H", "H", "H", "F", "C", "C", "C", "C", "C", "C", "H", "H", "H", "H", "H", "F", "C", "C", "C", "C", "C", "C", "H", "H", "H", "H", "H", "F", "C", "C", "C", "C", "C", "C", "H", "H", "H", "H", "H", "F", "C", "C", "C", "C", "C", "C", "H", "H", "H", "H", "H", "F", "C", "C", "C", "C", "C", "C", "H", "H", "H", "H", "H", "F", "C", "C", "C", "C", "C", "C", "H", "H", "H", "H", "H"],
  "positions_angstrom": [[6.5786, -0.7522, 0.4939], [6.9945, -0.0398, -0.9024], [6.0220, -0.6335, -2.0540], [4.6980, 0.2320, -2.3122], [3.7790, -0.5453, -3.4019], [3.9133, 0.6684, -0.9980], [4.0395, 2.1665, -0.5014], [3.2654, 2.6973, 0.7614], [3.3823, 4.2605, 1.2347], [2.2952, 5.1888, 0.4465], [0.7958, 4.7067, 0.6964], [-0.1983, 5.4593, -0.0814], [2.3275, 1.7648, 1.6240], [1.5064, 2.2592, 2.8954], [2.0142, 1.7263, 4.1593], [1.7300, 2.6098, 5.1600], [2.2162, 0.2812, 1.1215], [2.9831, -0.2433, -0.1506], [2.7269, -1.7974, -0.5605], [3.6346, -2.5795, -0.9283], [1.1893, -2.2830, -0.3986], [0.4401, -3.1784, -1.4079], [-1.0607, -3.4954, -1.0940], [-1.8253, -2.9746, 0.1431], [-3.3747, -3.2503, 0.4582], [-3.7426, -4.6098, 0.1061], [-4.2343, -2.1642, -0.3543], [-4.1188, -0.6673, 0.2114], [-1.0500, -2.0862, 1.1569], [0.4273, -1.7514, 0.8746], [1.2687, -0.7928, 1.8707], [1.1953, -0.8896, 3.1223], [7.4806, -0.6930, 1.1913], [5.6849, -0.1690, 0.9361], [6.2522, -1.8402, 0.3129], [6.8301, 1.0977, -0.8942], [8.0935, -0.2889, -1.1313], [5.8291, -1.7445, -1.8420], [6.6491, -0.6161, -3.0253], [5.0316, 1.2110, -2.8304], [2.6811, -0.4871, -3.0748], [3.9212, -0.1280, -4.4538], [4.1259, -1.6456, -3.3855], [4.7039, 2.9083, -1.0511], [3.2855, 4.3642, 2.3749], [4.4305, 4.6767, 0.9778], [2.4662, 5.1488, -0.6964], [2.3787, 6.2942, 0.7676], [0.4705, 4.7945, 1.7892], [0.7296, 3.6210, 0.3088], [-1.0397, 4.9791, 0.1240], [1.5194, 3.4076, 3.0180], [0.4090, 1.9124, 2.7616], [1.3868, 2.1285, 5.9471], [0.9720, -3.5489, -2.3443], [-1.6472, -4.1338, -1.8484], [-3.6183, -3.0805, 1.5738], [-5.3612, -2.4255, -0.3528], [-3.8736, -2.1693, -1.4402], [-5.0445, -0.3801, 0.8422], [-4.0889, 0.1153, -0.6391], [-3.2057, -0.4648, 0.8634], [-1.6216, -1.7126, 2.0843], [-3.3391, -3.1903, 5.0928], [-2.3338, -2.6315, 5.7912], [-1.1721, -2.2676, 5.1314], [-0.1326, -1.6855, 5.8468], [-0.2615, -1.4836, 7.2187], [-1.4320, -1.8576, 7.8737], [-2.4777, -2.4301, 7.1551], [-1.0848, -2.4399, 4.0650], [0.7770, -1.3910, 5.3361], [0.5526, -1.0330, 7.7776], [-1.5297, -1.7032, 8.9433], [-3.3996, -2.7194, 7.6464], [3.5336, 7.6555, -0.5156], [2.7755, 8.7607, -0.6188], [1.3974, 8.6351, -0.7080], [0.6132, 9.7795, -0.8097], [1.2160, 11.0351, -0.8320], [2.6008, 11.1483, -0.7468], [3.3854, 10.0053, -0.6340], [0.9461, 7.6490, -0.6974], [-0.4663, 9.6935, -0.8723], [0.6034, 11.9271, -0.9158], [3.0690, 12.1266, -0.7684], [4.4642, 10.0750, -0.5578], [-5.3114, -10.3115, -3.2132], [-5.4303, -9.2235, -2.4358], [-6.6913, -8.7974, -2.0497], [-6.8141, -7.6728, -1.2400], [-5.6750, -6.9811, -0.8345], [-4.4135, -7.4155, -1.2325], [-4.2897, -8.5464, -2.0332], [-7.5666, -9.3435, -2.3818], [-7.7960, -7.3351, -0.9257], [-5.7721, -6.1014, -0.2066], [-3.5278, -6.8734, -0.9193], [-3.3156, -8.9042, -2.3454], [-0.6142, 2.1693, 8.4972], [-0.8698, 2.0733, 9.8122], [0.0101, 2.6416, 10.7199], [-0.2575, 2.5464, 12.0818], [-1.3962, 1.8747, 12.5206], [-2.2701, 1.3035, 11.6000], [-2.0088, 1.4079, 10.2378], [0.8952, 3.1532, 10.3601], [0.4203, 2.9943, 12.8005], [-1.6018, 1.7973, 13.5835], [-3.1544, 0.7772, 11.9432], [-2.6829, 0.9768, 9.5067], [5.7773, -1.0292, -5.0905], [6.5927, -1.4680, -6.0648], [6.0524, -2.1337, -7.1534], [6.8939, -2.5843, -8.1649], [8.2678, -2.3732, -8.0703], [8.7998, -1.7076, -6.9694], [7.9573, -1.2470, -5.9629], [4.9853, -2.2949, -7.2049], [6.4806, -3.0995, -9.0250], [8.9245, -2.7290, -8.8579], [9.8702, -1.5477, -6.8953], [8.3529, -0.7192, -5.1029], [-0.1873, 0.8005, -1.6563], [-0.2265, 1.5121, -2.7889], [0.5268, 2.6587, -2.8563], [0.5150, 3.4229, -4.0176], [-0.2686, 3.0225, -5.0991], [-1.0314, 1.8583, -5.0171], [-1.0060, 1.0933, -3.8543], [1.1203, 2.9484, -1.9961], [1.1125, 4.3261, -4.0812], [-0.2838, 3.6185, -6.0060], [-1.6443, 1.5484, -5.8569], [-1.5847, 0.1805, -3.7721], [4.0044, -3.6132, -8.4097], [3.1502, -4.4151, -7.7513], [3.2472, -5.7886, -7.9088], [2.3662, -6.6183, -7.2231], [1.3917, -6.0643, -6.3962], [1.3008, -4.6832, -6.2498], [2.1885, -3.8533, -6.9266], [4.0066, -6.2010, -8.5629], [2.4380, -7.6950, -7.3330], [0.7019, -6.7124, -5.8650], [0.5387, -4.2530, -5.6086], [2.1380, -2.7761, -6.8174], [-4.4863, 3.7643, -3.5514], [-4.5719, 4.8349, -2.7468], [-5.8198, 5.2915, -2.3518], [-5.9085, 6.3984, -1.5135], [-4.7488, 7.0424, -1.0886], [-3.5012, 6.5780, -1.4958], [-3.4112, 5.4644, -2.3252], [-6.7114, 4.7825, -2.6991], [-6.8797, 6.7592, -1.1922], [-4.8192, 7.9084, -0.4381], [-2.5987, 7.0831, -1.1673], [-2.4476, 5.0837, -2.6450], [-9.3120, -3.5371, 5.9601], [-8.4674, -3.9606, 5.0065], [-8.9688, -4.6350, 3.9040], [-8.0942, -5.0695, 2.9132], [-6.7272, -4.8340, 3.0418], [-6.2346, -4.1600, 4.1561], [-7.1099, -3.7157, 5.1417], [-10.0344, -4.8162, 3.8254], [-8.4766, -5.5914, 2.0425], [-6.0448, -5.1774, 2.2701], [-5.1697, -3.9810, 4.2567], [-6.7451, -3.1817, 6.0113]],
  "forces_ev_per_a": [[0.1, 1.0, -0.4], [-1.1, -1.0, -0.1], [1.6, 0.3, -0.3], [0.0, 0.1, -0.5], [0.0, -0.4, 0.9], [-1.6, 1.7, 2.9], [-2.5, -2.2, 2.3], [-0.3, -2.1, -0.1], [0.1, -0.3, -1.0], [-0.8, 0.2, 0.1], [0.1, -0.8, -0.3], [0.1, -0.9, 0.8], [2.1, -1.9, -2.9], [-0.8, 0.5, -0.3], [0.7, -1.9, -2.5], [-0.7, 2.3, 1.9], [1.2, 1.5, -1.3], [-0.1, 2.0, 0.6], [0.9, -0.8, -0.1], [-3.2, 2.8, 1.0], [-2.8, -0.2, 0.7], [-1.7, 1.8, 3.7], [1.0, 1.5, 1.4], [3.5, 0.7, 0.1], [0.3, 1.2, -0.3], [0.5, 2.2, 0.4], [-0.4, 0.0, -0.5], [-0.4, 0.7, 0.2], [1.6, -1.5, -2.9], [-1.0, -1.0, -1.6], [0.0, -0.2, 1.3], [0.0, 0.5, -4.6], [-1.4, -0.2, -0.7], [1.5, -1.1, -0.5], [0.6, 1.7, 0.3], [0.5, -1.6, 0.3], [-1.7, 0.5, 0.2], [-0.1, 1.8, -0.2], [-1.3, 0.1, 1.4], [-0.5, -1.4, 1.1], [1.5, -0.1, -0.7], [-0.4, -0.5, 1.7], [-0.8, 1.7, -0.2], [-1.0, -1.2, 0.7], [0.0, -0.3, -1.8], [-1.7, -0.8, 0.3], [-0.1, 0.0, 1.8], [0.0, -2.0, -0.4], [0.8, -0.3, -1.3], [0.1, 1.4, 1.0], [0.9, 0.8, -0.5], [0.0, -2.0, -0.5], [1.6, 0.6, 0.2], [0.2, -0.3, -1.2], [-0.9, 0.5, 1.5], [1.0, 1.1, 1.3], [0.7, -0.6, -1.6], [1.9, 0.1, 0.0], [-0.5, -0.1, 1.5], [1.5, -0.7, -0.9], [0.0, -1.5, 1.2], [-1.1, -0.4, -1.0], [1.3, -0.5, -1.6], [-0.1, -0.1, -0.1], [0.8, 0.4, 0.5], [-0.1, -0.1, -0.2], [0.0, 0.0, 0.3], [-0.1, 0.0, 0.0], [0.1, 0.0, -0.3], [-0.2, -0.1, 0.0], [0.1, 0.0, 0.1], [-0.2, -0.1, 0.0], [-0.1, -0.1, 0.0], [0.0, 0.0, -0.1], [0.0, 0.0, 0.0], [0.3, 0.1, -0.1], [-0.5, 0.8, -0.1], [0.0, -0.3, 0.0], [0.4, 0.2, 0.0], [-0.1, 0.0, 0.0], [-0.2, -0.2, 0.0], [0.2, 0.0, 0.0], [0.0, 0.0, 0.0], [0.1, 0.0, 0.0], [0.1, -0.1, 0.0], [0.0, -0.1, 0.0], [-0.1, 0.0, 0.0], [0.0, -0.1, -0.1], [-0.1, 0.6, 0.5], [-0.1, -0.1, -0.1], [0.4, 0.0, -0.1], [-0.1, 0.0, 0.0], [-0.3, -0.1, 0.0], [0.1, -0.1, -0.1], [0.1, 0.0, 0.0], [0.1, -0.1, -0.1], [0.1, -0.1, -0.1], [-0.1, -0.1, 0.0], [-0.1, 0.0, 0.0], [0.1, 0.0, -0.2], [-0.2, -0.1, 0.8], [0.1, 0.1, -0.1], [-0.3, -0.2, -0.1], [0.0, 0.0, 0.1], [0.3, 0.2, 0.0], [-0.1, -0.1, -0.2], [-0.1, 0.0, 0.0], [0.0, 0.0, -0.1], [0.0, 0.0, -0.1], [0.1, 0.1, -0.1], [0.1, 0.0, 0.0], [0.2, -0.1, -0.3], [0.6, -0.3, -0.7], [-0.1, 0.1, 0.2], [0.2, 0.1, 0.2], [0.0, 0.0, 0.0], [-0.3, -0.1, -0.1], [0.0, 0.1, 0.2], [0.2, 0.1, 0.1], [0.0, 0.1, 0.1], [-0.1, 0.0, 0.1], [-0.1, 0.0, 0.0], [0.0, 0.0, 0.0], [-0.1, -0.4, 0.3], [-0.1, 0.2, -0.6], [0.4, 0.5, 0.1], [-0.3, -0.2, -0.2], [0.0, 0.0, 0.0], [0.2, 0.2, 0.2], [-0.1, -0.2, 0.0], [0.0, 0.0, 0.0], [-0.1, -0.1, 0.0], [0.0, -0.1, 0.1], [0.1, 0.0, 0.1], [0.0, 0.0, 0.0], [-0.1, -0.1, -0.3], [-0.6, -0.6, 0.4], [0.2, 0.0, -0.1], [-0.1, 0.3, 0.1], [0.0, 0.0, 0.0], [0.2, -0.2, -0.1], [0.1, 0.2, 0.0], [0.0, 0.1, 0.0], [0.0, 0.1, 0.0], [0.1, 0.1, -0.1], [0.1, 0.0, -0.1], [0.0, 0.0, 0.0], [0.0, -0.1, -0.1], [-0.1, 0.6, 0.5], [-0.1, -0.1, -0.1], [0.3, 0.0, 0.0], [-0.1, 0.0, 0.0], [-0.3, -0.1, 0.0], [0.2, -0.1, -0.1], [0.1, 0.0, 0.0], [0.1, -0.1, -0.1], [0.0, -0.1, -0.1], [0.0, -0.1, 0.0], [0.0, 0.0, 0.0], [-0.1, 0.0, 0.1], [0.5, -0.3, -0.6], [-0.2, 0.0, 0.0], [0.2, 0.2, 0.2], [0.0, 0.0, -0.1], [-0.2, -0.1, -0.2], [0.0, 0.1, 0.1], [0.1, 0.0, 0.0], [0.0, 0.0, 0.1], [0.0, 0.0, 0.1], [-0.2, 0.0, 0.0], [0.0, 0.0, 0.0]],
  "orbital_gap_ev": 7.8,
  "smiles": "CCC[C@@H](C)c1cc(CCCO)c(COO)c2c1C(=O)c1ccc([C@H](F)CC)cc1C2=O.Fc1ccccc1.Fc1ccccc1.Fc1ccccc1.Fc1ccccc1.Fc1ccccc1.Fc1ccccc1.Fc1ccccc1.Fc1ccccc1.Fc1ccccc1",
  "spin_multiplicity": 1,
  "energy_ev": -121590.9935
}

***

Record 2
{
  "formula": "C4H14N3",
  "method": "the ωB97M-V functional and the def2-TZVPD basis",
  "elements": ["C", "C", "C", "C", "N", "N", "N", "H", "H", "H", "H", "H", "H", "H", "H", "H", "H", "H", "H", "H", "H"],
  "positions_angstrom": [[-0.3100, -1.7335, 0.4957], [2.8872, 0.4002, -0.0230], [-0.0349, 1.8474, -0.2873], [0.5448, -0.5935, 0.1947], [-2.8611, -0.3546, -0.1619], [1.9189, -0.5963, 0.3677], [-0.2354, 0.4180, -0.2141], [-0.1926, -1.9373, 1.5871], [-0.0269, -2.7281, 0.0253], [-1.3591, -1.5510, 0.3063], [2.5705, 0.7798, -0.9576], [3.0335, 1.1470, 0.7882], [3.9292, 0.0151, -0.1393], [-0.6639, 2.3374, 0.3910], [0.9868, 2.2489, -0.1408], [-0.2117, 2.0763, -1.3621], [-3.2718, 0.4486, -0.6080], [-3.1250, -1.1214, -0.8620], [2.3193, -1.4805, 0.6997], [-3.3705, -0.6095, 0.6650], [-1.2783, 0.2208, -0.2305]],
  "forces_ev_per_a": [[0.9, -3.6, 1.3], [1.3, 0.5, 1.3], [2.3, 0.2, -2.6], [0.9, 2.2, -0.8], [-0.9, -1.6, -2.3], [-2.3, -1.6, 0.2], [1.3, -0.5, 1.1], [-0.2, 0.1, -0.6], [0.0, 1.3, 0.3], [0.5, 0.0, 0.0], [0.0, 1.0, -0.8], [-0.5, 0.0, -0.8], [-1.1, -0.4, -0.1], [-1.2, 0.7, 0.7], [-0.4, -0.8, 0.3], [-0.4, 0.5, 0.8], [-0.6, 0.5, 0.3], [0.7, 1.2, 1.2], [-0.7, 0.5, -0.2], [-0.4, 0.3, 0.5], [1.0, -0.6, 0.1]],
  "total_charge": 1,
  "orbital_gap_ev": 11.2,
  "spin_multiplicity": 1,
  "energy_ev": -8839.0316
}

***

Record 3
{
  "formula": "C12H14Cl3N2",
  "method": "the ωB97M-V functional and the def2-TZVPD basis",
  "elements": ["Cl", "Cl", "C", "C", "Cl", "H", "H", "H", "H", "N", "C", "C", "C", "C", "C", "H", "H", "H", "H", "H", "N", "C", "C", "C", "C", "C", "H", "H", "H", "H", "H"],
  "positions_angstrom": [[1.2662, 1.8162, 1.9691], [1.3540, -1.7436, 5.0390], [0.3277, -0.9816, 3.8431], [-1.1278, -1.5475, 4.0037], [-1.2028, -3.1659, 3.2927], [0.7992, -1.0427, 2.8623], [0.3145, 0.0759, 4.1071], [-1.7335, -0.9544, 3.3186], [-1.5400, -1.5582, 5.0127], [2.0244, -1.0552, -0.5697], [0.8852, -1.3757, 0.0708], [0.2338, -2.6413, -0.0448], [0.8887, -3.6687, -0.8018], [2.0889, -3.3308, -1.3833], [2.6352, -2.0436, -1.3118], [0.5620, -0.6394, 0.7918], [-0.7746, -2.7524, 0.3257], [0.4328, -4.6220, -1.0251], [2.6282, -4.0366, -1.9976], [3.5407, -1.8168, -1.8549], [0.2892, 3.1373, -1.9543], [-0.6300, 3.4358, -0.9740], [-1.9662, 3.6254, -1.2575], [-2.3797, 3.5418, -2.5934], [-1.4304, 3.2612, -3.6158], [-0.1295, 3.1217, -3.2545], [-0.2280, 3.4573, 0.0282], [-2.7209, 3.7085, -0.4894], [-3.4064, 3.7124, -2.8816], [-1.6434, 3.1427, -4.6679], [0.6425, 2.9403, -3.9876]],
  "forces_ev_per_a": [[-0.3, -0.1, 0.1], [0.8, -0.6, 0.6], [-1.5, 0.5, 0.9], [1.3, 1.0, -1.7], [-0.2, -0.8, 0.1], [-0.4, -0.3, 0.1], [0.0, 0.0, -0.3], [-0.2, 0.2, 0.4], [0.4, 0.0, -0.1], [0.7, -1.7, -0.7], [0.6, -1.4, -0.3], [1.4, -0.1, -1.3], [-1.2, 2.1, 0.9], [1.1, 0.4, -0.7], [-2.3, 0.5, 1.6], [-0.4, 0.5, -0.3], [0.1, -0.2, 0.3], [-0.1, -0.1, 0.3], [0.0, -0.3, 0.0], [0.1, 0.3, 0.1], [-1.2, 1.0, -0.1], [1.7, -0.9, -1.6], [-0.7, -0.3, -1.3], [1.0, -0.2, -0.7], [-1.4, 0.6, 0.7], [1.1, -0.4, 2.5], [0.1, -0.2, 0.2], [0.1, 0.4, 0.2], [-0.2, -0.1, 0.1], [-0.6, 0.2, 0.0], [0.1, -0.1, -0.1]],
  "total_charge": -1,
  "orbital_gap_ev": 7.1,
  "spin_multiplicity": 1,
  "energy_ev": -53219.9499
}

***

Record 4
{
  "formula": "C5H5N3",
  "method": "the ωB97M-V functional and the def2-TZVPD basis",
  "elements": ["C", "C", "N", "N", "C", "N", "C", "C", "H", "H", "H", "H", "H"],
  "positions_angstrom": [[-0.7888, -1.8230, 1.9136], [-0.1853, -1.3830, 0.9729], [0.3908, -0.7611, -0.2089], [1.5681, -1.0046, -0.8177], [1.7034, 0.0692, -1.5862], [0.7120, 0.9852, -1.5282], [-0.0892, 0.4647, -0.6009], [-1.0546, 1.2284, 0.1616], [-1.1039, -2.3937, 2.7579], [2.4966, 0.1730, -2.2139], [-1.1863, 2.3242, -0.2721], [-2.0154, 0.7860, 0.3469], [-0.4474, 1.3348, 1.0750]],
  "forces_ev_per_a": [[0.8, -0.3, -0.4], [1.3, 0.7, -2.6], [-2.5, 0.5, 2.8], [0.6, 0.1, -0.4], [-1.8, -1.3, 1.4], [-0.6, -0.6, 1.1], [1.2, 0.0, -1.6], [0.0, 3.0, 0.0], [-0.3, 0.3, 0.0], [2.1, 0.1, -1.6], [0.3, -2.5, 0.7], [-0.3, -0.3, 0.2], [-0.9, 0.3, 0.4]],
  "orbital_gap_ev": 10.5,
  "smiles": "C#Cn1ncnc1C",
  "spin_multiplicity": 1,
  "energy_ev": -9733.0437
}